[1]
17
Properties=species:S:1:pos:R:3:forces:R:3:mulliken_charge:R:1 method="wB97M-V/def2-TZVPD" molar_mass_da=102.14 orbital_gap_ev=9.50 relative_energy_kcal_mol=78.9 lumo_ev=0.88 fmax_ev_per_a=2.92
C 0.2378 -1.1483 0.3400 1.62 2.07 -0.53 -0.652
C 1.3898 0.0491 0.2578 -0.05 -1.97 0.73 -0.571
C 1.8550 0.4675 -1.1323 -0.25 0.03 0.22 -1.021
N -1.4020 0.4485 -0.1621 2.71 -1.04 -0.38 0.474
N -1.0616 -0.6659 0.6677 -1.76 0.44 0.68 -0.445
N -2.5610 1.0463 -0.1952 0.39 0.65 -1.04 -0.265
N -3.5085 0.7592 0.5425 -0.63 -0.37 0.66 -0.555
H -0.5897 0.6662 -0.8077 -2.26 0.38 0.89 0.138
H -1.0990 -0.3483 1.6402 0.18 -0.03 -0.25 0.311
H -3.3445 -0.0365 1.1864 0.42 0.05 -0.28 0.228
H 0.2031 -1.6053 -0.6509 0.04 -0.24 0.09 0.353
H 0.5210 -1.8783 1.0988 0.02 0.06 -0.19 0.357
H 1.1819 0.9137 0.8951 -0.52 -0.12 -0.15 0.325
H 2.2388 -0.4190 0.7630 0.14 0.02 -0.10 0.339
H 1.9613 -0.3958 -1.7892 0.02 0.03 -0.04 0.270
H 1.1592 1.1712 -1.5850 -0.05 0.07 -0.27 0.387
H 2.8182 0.9756 -1.0691 -0.03 -0.03 -0.05 0.328

---

[2]
89
Properties=species:S:1:pos:R:3:forces:R:3:mulliken_charge:R:1 method="wB97M-V/def2-TZVPD" molar_mass_da=916.04 orbital_gap_ev=7.83 relative_energy_kcal_mol=2.2 lumo_ev=0.45 fmax_ev_per_a=0.42
Be 0.6884 -0.2019 0.9711 0.33 -0.15 0.21 1.415
C -3.7877 0.0727 1.2826 -0.02 0.02 0.02 -1.822
N -2.3515 0.1610 1.0165 -0.03 -0.05 -0.13 0.844
P -1.3412 -1.1896 0.8243 -0.04 0.15 0.03 0.960
C -1.4392 -2.2577 2.2986 0.02 -0.02 -0.02 0.637
C -2.6052 -2.5086 3.0207 -0.03 0.01 -0.01 -0.529
C -2.5911 -3.3888 4.0909 0.00 0.00 0.00 -0.779
C -1.4195 -4.0501 4.4352 0.00 -0.01 0.00 -0.627
C -0.2611 -3.8267 3.7079 -0.01 0.01 0.01 -0.831
C -0.2683 -2.9294 2.6485 0.01 0.03 0.03 -0.713
C -2.1607 -2.2579 -0.4054 0.06 -0.01 -0.03 0.835
C -2.9977 -1.7347 -1.3861 -0.02 0.03 0.01 -0.177
C -3.5477 -2.5587 -2.3564 0.00 0.01 0.00 -0.716
C -3.2534 -3.9139 -2.3659 0.01 0.00 0.00 -0.660
C -2.4117 -4.4430 -1.3980 0.00 0.00 0.00 -0.681
C -1.8711 -3.6218 -0.4209 -0.02 0.00 0.01 -0.939
P -1.4786 1.6369 0.8523 -0.01 0.08 0.01 1.055
C -2.6273 2.6981 -0.1138 -0.04 -0.03 0.04 0.837
C -3.0823 3.9362 0.3407 -0.03 -0.01 0.02 -1.206
C -3.8724 4.7395 -0.4716 0.00 -0.01 -0.01 -0.691
C -4.2229 4.3194 -1.7458 0.00 -0.01 0.01 -0.642
C -3.7682 3.0933 -2.2128 0.00 -0.02 -0.01 -0.959
C -2.9723 2.2942 -1.4064 0.09 0.05 -0.03 -0.054
C -1.5241 2.4962 2.4603 0.03 0.07 0.00 -0.237
C -2.5755 2.4816 3.3766 0.01 0.02 -0.01 -0.205
C -2.4861 3.2014 4.5578 -0.01 -0.01 0.00 -0.677
C -1.3516 3.9549 4.8326 0.01 0.00 0.00 -0.548
C -0.3015 3.9773 3.9286 0.00 0.00 0.00 -0.748
C -0.3852 3.2445 2.7528 -0.04 0.05 -0.02 -0.481
H -4.2021 -0.8253 0.8229 0.01 0.00 -0.02 0.626
H -4.2941 0.9370 0.8494 0.01 -0.01 0.01 0.497
H -4.0026 0.0409 2.3516 0.00 0.01 0.00 0.234
H -3.5357 -2.0303 2.7483 0.03 -0.02 0.01 0.309
H -3.4997 -3.5669 4.6516 0.00 0.00 0.00 0.422
H -1.4130 -4.7413 5.2682 0.00 0.00 0.00 0.384
H 0.6546 -4.3411 3.9688 0.00 0.00 0.00 0.437
H 0.6444 -2.7452 2.0936 0.01 0.00 -0.01 0.621
H -3.2206 -0.6771 -1.3955 0.01 0.04 0.00 0.242
H -4.1978 -2.1364 -3.1116 0.00 0.00 0.00 0.440
H -3.6765 -4.5562 -3.1273 0.00 0.00 0.00 0.384
H -2.1753 -5.4990 -1.4012 0.00 0.00 0.00 0.425
H -1.2221 -4.0489 0.3333 0.00 0.00 0.00 0.422
H -2.8259 4.2792 1.3347 0.00 -0.01 -0.02 0.361
H -4.2171 5.6967 -0.1014 0.00 0.00 0.00 0.418
H -4.8409 4.9469 -2.3750 0.00 0.00 0.00 0.379
H -4.0195 2.7607 -3.2121 0.00 0.01 0.00 0.466
H -2.5780 1.3656 -1.8010 0.02 -0.12 -0.03 0.154
H -3.4741 1.9184 3.1715 -0.03 -0.01 -0.02 0.274
H -3.3051 3.1775 5.2655 0.00 0.00 0.00 0.396
H -1.2851 4.5155 5.7562 0.00 0.00 0.00 0.351
H 0.5947 4.5432 4.1470 0.00 0.00 -0.01 0.410
H 0.4578 3.2214 2.0708 -0.04 0.03 0.02 0.607
Cl 2.2791 1.2563 2.9688 0.06 -0.05 0.02 -0.301
C 0.8309 0.1731 2.7066 -0.12 0.01 -0.01 -0.393
H 0.0157 0.6757 3.2294 0.06 -0.09 0.00 0.056
H 1.0637 -0.7179 3.2885 0.03 -0.02 0.01 0.627
C 2.9611 -0.0336 -3.6565 0.01 0.01 -0.03 -0.865
N 2.2170 1.0901 -3.1303 0.01 0.00 0.04 0.387
C 0.9149 1.0686 -2.7503 -0.04 -0.01 -0.01 -0.529
Se -0.2622 -0.3283 -2.8331 -0.04 0.00 0.01 -0.153
N 0.6307 2.3015 -2.2706 -0.05 0.04 -0.02 0.270
C 1.7528 3.1085 -2.2905 0.00 0.00 0.00 0.754
C 1.9809 4.4071 -1.8708 0.01 0.01 0.00 -0.911
C 3.2604 4.9128 -2.0549 0.00 0.00 0.01 -0.610
C 4.2682 4.1481 -2.6457 0.00 -0.01 0.00 -0.603
C 4.0363 2.8446 -3.0628 -0.02 0.02 -0.05 -0.557
C 2.7639 2.3382 -2.8617 -0.03 0.03 -0.05 0.151
H 2.3387 -0.9205 -3.5661 0.00 0.00 0.00 0.231
H 3.8768 -0.1647 -3.0785 0.00 0.00 -0.01 0.260
H 3.2095 0.1305 -4.7057 0.00 0.00 0.00 0.325
H -0.2680 2.5194 -1.8699 0.03 -0.03 0.03 -0.022
H 1.1977 5.0000 -1.4171 0.00 0.00 0.00 0.495
H 3.4804 5.9231 -1.7374 0.00 0.00 0.00 0.415
H 5.2514 4.5796 -2.7790 0.00 0.00 0.00 0.434
H 4.8197 2.2468 -3.5092 -0.01 0.00 0.00 0.505
I 8.6207 0.1945 -1.4813 0.00 0.00 0.00 0.078
C 6.6150 0.0046 -0.9328 0.00 0.01 0.00 -0.046
C 6.0818 -1.2608 -0.7243 -0.01 -0.02 -0.01 -0.606
C 4.7490 -1.3803 -0.3649 0.01 -0.01 -0.01 -0.282
C 3.9600 -0.2444 -0.2335 -0.01 0.00 -0.05 -0.080
C 4.5052 1.0164 -0.4358 0.00 -0.02 0.07 -0.147
C 5.8406 1.1462 -0.7831 0.02 -0.02 0.01 -0.740
C 2.5304 -0.3725 0.1273 -0.07 -0.04 -0.10 -0.103
O 2.0527 -1.4127 0.6468 -0.11 0.06 0.03 -0.730
O 1.7248 0.6016 -0.0451 0.00 0.06 0.06 -0.085
H 6.6996 -2.1405 -0.8386 0.00 0.00 0.00 0.400
H 4.3078 -2.3523 -0.1885 0.00 0.00 0.00 0.514
H 3.8781 1.8893 -0.3100 0.01 -0.01 0.02 0.468
H 6.2709 2.1263 -0.9374 0.00 0.00 0.00 0.470

---

[3]
12
Properties=species:S:1:pos:R:3:forces:R:3:mulliken_charge:R:1 method="wB97M-V/def2-TZVPD" molar_mass_da=132.15 orbital_gap_ev=9.67 smiles="Nn1cnc(=O)n1S" relative_energy_kcal_mol=24.7 lumo_ev=0.36 fmax_ev_per_a=1.18
C 1.2748 -0.5139 0.4323 0.96 0.32 -0.07 0.031
C -0.6790 -0.7632 1.3367 1.02 -0.28 0.38 0.379
H 0.8273 -0.4035 -2.2658 -0.14 0.24 0.42 0.224
H 1.1616 1.2076 -1.9352 -0.33 -0.22 0.24 0.247
H 2.3494 -0.5501 0.2126 -0.50 -0.02 -0.04 0.387
H -2.0942 1.6721 0.8462 -0.09 -0.06 -0.26 0.145
N 0.5538 0.4196 -1.7208 0.53 -0.11 -0.81 -0.570
N 0.4501 0.2065 -0.3701 -0.52 0.19 0.01 0.325
N 0.7372 -1.0216 1.4719 -1.13 -0.30 0.15 -0.501
N -0.8507 -0.1026 0.1182 -0.17 0.24 -0.41 -0.034
O -1.5416 -1.0288 2.1244 -0.08 0.06 -0.04 -0.536
S -2.1886 0.8779 -0.2504 0.46 -0.07 0.42 -0.095

---

[4]
124
Properties=species:S:1:pos:R:3:forces:R:3:mulliken_charge:R:1 method="wB97M-V/def2-TZVPD" molar_mass_da=2681.46 orbital_gap_ev=7.21 lumo_ev=-4.22 fmax_ev_per_a=7.01 total_charge=+1
C 1.4377 1.4853 6.0185 0.81 -0.63 0.97 -0.449
C 1.5588 0.2541 4.9435 -0.39 -1.21 1.41 -0.299
N 1.0459 0.5795 3.5460 0.48 0.33 0.91 0.332
N -0.3422 0.3026 3.4626 -0.51 -1.98 -1.17 1.600
N -1.0902 1.2989 3.9695 -5.29 -4.18 -1.90 -0.801
C -2.5042 0.9378 3.8408 -1.10 0.54 0.37 -0.055
C -3.5033 2.1627 4.3927 0.69 -0.31 -0.05 -0.546
C -5.0788 1.7787 4.4781 -0.93 1.15 -0.46 -0.519
C -5.8908 2.2187 3.0861 -0.87 0.45 0.19 -0.055
O -5.5095 1.4213 1.9106 -1.48 0.43 -0.17 -0.386
C -3.2181 -0.3687 3.2864 4.88 -1.31 -0.87 -0.138
C -2.2007 -1.5006 2.7117 0.38 4.79 2.20 -0.039
C -2.5684 -2.9584 2.0720 0.76 -0.32 0.71 -0.289
Br -4.5742 -3.1341 1.7471 1.59 0.57 0.18 -0.099
C -2.1911 -4.2386 3.0769 0.29 -0.28 0.24 -0.211
C -2.4575 -3.9222 4.6643 -0.16 -0.65 0.79 -0.704
C -0.6873 -0.9736 2.8564 -2.76 0.27 0.54 0.235
B 0.5128 -1.9606 2.2750 2.77 -1.74 0.70 0.448
O 1.0361 -3.0037 3.2169 -1.66 1.57 -2.77 -0.832
N 1.1511 -1.8774 0.9051 -1.95 0.80 1.57 0.178
C 2.3515 -0.9596 0.8587 1.00 0.52 -1.21 -0.485
C 0.1647 -1.6258 -0.2084 0.27 0.57 -2.16 -0.398
H 0.5336 2.2073 5.8432 1.87 -1.39 0.04 0.200
H 2.4849 2.0422 6.0972 -2.51 -0.94 -0.33 0.099
H 1.2644 0.9932 7.0892 0.42 1.07 -2.31 0.169
H 2.6551 -0.1896 4.8438 -2.34 1.19 0.26 0.262
H 0.8692 -0.6319 5.3473 1.62 1.78 -0.98 0.207
H 1.1595 1.6280 3.4290 -0.46 -2.23 0.03 -0.486
H -3.1103 2.5508 5.4518 -0.71 -1.10 -2.39 0.370
H -3.3743 3.0605 3.6422 -0.21 -1.79 1.42 0.264
H -5.5648 2.4622 5.3280 1.09 -1.48 -1.89 0.354
H -5.3298 0.6753 4.7781 0.69 2.07 -0.65 0.283
H -7.0526 2.0684 3.2408 2.32 0.40 0.04 0.337
H -5.7048 3.3535 2.7964 -0.26 -2.26 1.06 -0.069
H -6.2455 1.5015 1.2082 1.78 -0.07 1.83 0.180
H -4.3654 -0.5876 3.2500 2.44 0.91 0.10 0.035
H -2.0344 -3.0953 1.0377 -1.16 0.41 2.00 0.348
H -2.8472 -5.1839 2.7685 1.41 2.34 0.42 0.485
H -1.0540 -4.5461 2.9131 -2.47 0.85 0.35 0.029
H -1.4600 -3.7247 5.2732 -2.04 -0.23 -1.52 0.209
H -2.9424 -4.8853 5.1693 1.04 2.11 -1.16 0.325
H -3.2109 -3.0354 4.8649 1.56 -1.77 -0.61 0.144
H 1.3465 -3.8107 2.7079 -0.05 1.62 0.63 0.198
H 3.0192 -1.2842 -0.0749 -1.24 0.63 2.17 0.208
H 2.0067 0.1407 0.6353 0.66 -1.93 0.58 0.119
H 2.9893 -0.9619 1.8425 -1.37 -0.25 -1.93 0.155
H 0.5377 -0.6653 -0.8065 -1.05 -2.20 1.24 -0.023
H 0.1251 -2.4980 -1.0237 0.25 1.63 1.97 0.200
H -0.9412 -1.4466 0.1234 2.04 -0.17 -0.36 0.046
C -6.3526 6.7812 2.1125 -0.09 0.22 -0.07 0.325
Cl -6.7396 5.4424 1.0024 0.09 0.27 0.21 -0.069
Cl -5.1389 7.8458 1.3588 -0.31 -0.32 0.21 -0.084
Cl -7.8309 7.7151 2.4549 0.44 -0.30 -0.09 -0.086
Cl -5.7010 6.1216 3.6341 -0.11 0.14 -0.27 -0.097
C -0.2309 2.3418 -1.9047 -0.02 0.27 -0.26 -0.128
Cl 1.2119 1.6980 -2.7284 -0.30 0.11 0.26 -0.067
Cl -0.3603 1.6188 -0.2814 -0.12 0.51 -0.13 0.100
Cl -0.0901 4.1119 -1.7569 -0.22 -0.61 -0.34 -0.014
Cl -1.6851 1.9387 -2.8520 0.73 0.12 0.66 0.079
C -5.3309 0.5927 -4.5640 -0.22 -0.14 -0.11 0.222
Cl -5.2871 -1.1560 -4.9028 -0.12 0.52 0.11 -0.062
Cl -6.4378 1.3919 -5.7087 0.32 -0.20 0.33 -0.090
Cl -5.9040 0.8607 -2.8984 0.14 -0.06 -0.34 0.001
Cl -3.6946 1.2741 -4.7460 -0.70 -0.22 -0.36 -0.079
C 4.5691 -5.7026 2.9548 0.27 -0.15 0.08 0.287
Cl 6.0119 -6.3465 2.1311 -0.48 0.18 0.24 -0.053
Cl 4.4397 -6.4256 4.5781 0.00 0.23 -0.45 -0.094
Cl 4.7099 -3.9326 3.1025 -0.08 -0.32 0.01 -0.079
Cl 3.1149 -6.1058 2.0074 0.22 0.12 0.14 -0.107
C -1.7309 -3.3157 -5.8583 -0.07 0.10 -0.11 0.210
Cl -1.9347 -1.7893 -4.9620 0.18 -0.39 -0.19 0.071
Cl -3.2581 -4.2328 -5.8244 0.20 0.58 -0.12 -0.120
Cl -1.2901 -2.9583 -7.5472 -0.30 -0.14 0.53 -0.071
Cl -0.4407 -4.2822 -5.0995 -0.16 0.72 -0.19 -0.010
C 1.5691 4.8816 1.7147 0.26 0.55 -0.46 0.064
Cl 2.4974 4.3953 0.2737 -0.08 -0.09 0.67 -0.026
Cl 2.4807 6.1165 2.6195 -0.29 -0.43 -0.24 -0.060
Cl -0.0018 5.5541 1.2101 0.35 -0.21 0.41 -0.033
Cl 1.3002 3.4606 2.7555 0.00 0.99 -0.26 -0.004
C 1.8691 -0.3855 -7.4752 0.07 -0.02 -0.15 0.110
Cl 1.9129 -2.1341 -7.8140 0.13 0.55 0.00 -0.023
Cl 0.7622 0.4138 -8.6199 0.25 -0.20 0.31 -0.089
Cl 1.2960 -0.1174 -5.8095 0.09 -0.08 -0.28 0.042
Cl 3.5054 0.2959 -7.6572 -0.63 -0.23 0.15 -0.057
C -9.8309 0.0002 -1.3073 -0.26 -0.13 -0.27 0.243
Cl -9.3822 -1.6863 -1.6664 -0.07 0.47 0.12 -0.080
Cl -8.6289 0.7121 -0.2014 -0.17 -0.09 -0.11 -0.035
Cl -9.8739 0.9386 -2.8213 0.05 -0.25 0.44 -0.069
Cl -11.4386 0.0366 -0.5401 0.50 0.01 -0.18 -0.090
C 6.0614 -2.2187 -9.3611 0.03 0.00 -0.02 0.257
Cl 7.5041 -2.8626 -10.1848 -0.38 0.17 0.22 -0.100
Cl 5.9320 -2.9417 -7.7378 0.02 0.29 -0.53 -0.004
Cl 6.2022 -0.4487 -9.2134 0.25 -0.42 -0.19 -0.095
Cl 4.6072 -2.6218 -10.3085 0.37 0.11 0.23 -0.081
C 3.3614 8.6547 -0.7186 0.08 0.13 -0.12 0.226
Cl 1.9934 7.5221 -0.8617 0.27 0.40 -0.02 0.033
Cl 4.8787 7.7354 -0.5534 -0.39 0.18 -0.02 -0.078
Cl 3.4416 9.6763 -2.1761 -0.17 -0.34 0.40 -0.063
Cl 3.1318 9.6849 0.7170 0.05 -0.27 -0.34 -0.093
C -2.3386 -8.5332 -4.9065 -0.01 -0.04 0.03 0.273
Cl -1.8861 -6.8160 -4.7608 -0.08 -1.18 0.07 0.018
Cl -2.1046 -9.0683 -6.5897 -0.06 0.16 0.44 -0.100
Cl -1.3148 -9.5110 -3.8246 -0.23 0.21 -0.25 -0.102
Cl -4.0490 -8.7374 -4.4506 0.38 0.04 -0.10 -0.109
C 3.6614 -4.9938 -5.0939 0.08 -0.04 0.01 0.145
Cl 3.5511 -5.7228 -3.4719 -0.11 0.14 -0.41 -0.052
Cl 3.4597 -3.2281 -4.9665 -0.27 -0.42 -0.25 0.076
Cl 5.2546 -5.3599 -5.8026 -0.44 -0.05 0.36 -0.075
Cl 2.3801 -5.6643 -6.1348 0.44 0.13 0.21 -0.081
C 6.6614 -3.6342 -1.6481 0.13 0.09 -0.04 0.192
Cl 6.7052 -5.3828 -1.9869 0.05 0.46 0.14 -0.097
Cl 5.5545 -2.8349 -2.7928 0.51 -0.26 0.52 -0.004
Cl 6.0883 -3.3661 0.0176 0.09 -0.06 -0.38 0.007
Cl 8.2976 -2.9527 -1.8301 -0.41 -0.18 0.06 -0.091
C 4.5614 0.6922 8.7572 0.12 0.00 0.14 0.354
Cl 4.8405 -0.6411 7.6087 -0.09 0.29 0.22 -0.079
Cl 2.9691 0.4869 9.5298 0.36 0.04 -0.16 -0.101
Cl 5.8332 0.6774 10.0049 -0.40 0.01 -0.39 -0.089
Cl 4.6027 2.2455 7.8853 0.06 -0.32 0.23 -0.097
C 7.2614 10.4283 -3.6790 0.06 0.04 0.02 0.329
Cl 7.3052 8.6796 -4.0178 -0.03 0.40 0.09 -0.090
Cl 6.1545 11.2276 -4.8237 0.24 -0.20 0.28 -0.092
Cl 6.6883 10.6964 -2.0133 0.30 0.00 -0.39 -0.058
Cl 8.8976 11.1097 -3.8610 -0.43 -0.18 0.04 -0.093